[1]
Below is a cluster of 2 separate species, C5H15NO2 in total at a distorted geometry, with properties calculated with the ωB97M-V functional and the def2-TZVPD basis.

Calculated values
HOMO level   -9.549 eV
Frontier orbital gap   10.490 eV
Lowest unoccupied orbital energy   0.941 eV
Net charge   0
ΔE to the lowest compared entry with this formula, charge and spin   68.4 kJ/mol
M   121.18 g mol⁻¹
SMILES   C[C@H](N)CCCO.O

Each atom is followed by the atoms it is bonded to, with distances in Å.
Positions of all 23 atoms, in Å:
1 C -0.16 0.17 3.10  C2 1.514, H8 1.094, H9 1.097, H10 1.086
2 C 0.31 -0.49 1.82  C1 1.514, N3 1.474, C4 1.531, H11 1.090
3 N 1.54 -1.28 2.03  C2 1.474, H12 1.015, H13 1.018
4 C 0.57 0.55 0.74  C2 1.531, C5 1.527, H14 1.095, H15 1.093
5 C -0.53 0.71 -0.31  C4 1.527, C6 1.525, H16 1.094, H17 1.090
6 C -0.70 -0.51 -1.20  C5 1.525, O7 1.422, H18 1.084, H19 1.095
7 O 0.41 -0.77 -2.05  C6 1.422, H20 0.961
8 H 0.58 0.87 3.50  C1 1.094
9 H -1.05 0.80 2.96  C1 1.097
10 H -0.34 -0.53 3.91  C1 1.086
11 H -0.48 -1.15 1.47  C2 1.090
12 H 1.43 -1.83 2.87  N3 1.015
13 H 2.29 -0.61 2.22  N3 1.018
14 H 1.50 0.32 0.21  C4 1.095
15 H 0.77 1.53 1.19  C4 1.093
16 H -1.50 0.89 0.15  C5 1.094
17 H -0.33 1.60 -0.92  C5 1.090
18 H -1.50 -0.26 -1.90  C6 1.084
19 H -0.99 -1.37 -0.58  C6 1.095
20 H 1.16 -1.11 -1.55  O7 0.961
21 O -1.32 1.45 -3.47  H22 0.960, H23 0.969
22 H -1.65 1.45 -4.38  O21 0.960
23 H -0.45 1.02 -3.52  O21 0.969

[2]
Below is a cluster of 2 separate species, C5H15NO2 in total at a distorted geometry, with properties calculated with the ωB97M-V functional and the def2-TZVPD basis.

Calculated values
HOMO level   -9.499 eV
Frontier orbital gap   10.064 eV
Lowest unoccupied orbital energy   0.565 eV
Net charge   0
ΔE to the lowest compared entry with this formula, charge and spin   164.4 kJ/mol
M   121.18 g mol⁻¹
SMILES   CCCCNCO.O

Each atom is followed by the atoms it is bonded to, with distances in Å.
Positions of all 23 atoms, in Å:
1 C 1.52 -0.33 -1.39  C2 1.551, H8 1.086, H9 1.097, H10 1.101
2 C 1.71 0.49 -0.08  C1 1.551, C3 1.545, H11 1.091, H12 1.096
3 C 0.66 1.62 0.09  C2 1.545, C4 1.570, H13 1.096, H14 1.083
4 C -0.31 1.33 1.29  C3 1.570, N5 1.461, H15 1.112, H16 1.098
5 N -1.35 0.31 1.28  C4 1.461, C6 1.465, H17 1.012
6 C -2.31 0.55 0.20  N5 1.465, O7 1.421, H18 1.106, H19 1.084
7 O -1.88 0.23 -1.12  C6 1.421, H20 0.943
8 H 1.10 0.30 -2.17  C1 1.086
9 H 0.75 -1.08 -1.17  C1 1.097
10 H 2.52 -0.72 -1.61  C1 1.101
11 H 1.69 -0.20 0.76  C2 1.091
12 H 2.65 1.05 -0.06  C2 1.096
13 H 0.03 1.75 -0.80  C3 1.096
14 H 1.17 2.55 0.27  C3 1.083
15 H 0.38 1.13 2.14  C4 1.112
16 H -0.56 2.33 1.67  C4 1.098
17 H -0.87 -0.57 1.21  N5 1.012
18 H -3.23 -0.03 0.41  C6 1.106
19 H -2.65 1.58 0.12  C6 1.084
20 H -1.40 -0.58 -1.10  O7 0.943
21 O 1.50 -3.47 -0.13  H22 0.966, H23 0.964
22 H 1.98 -2.64 -0.23  O21 0.966
23 H 0.90 -3.40 0.63  O21 0.964

What did the second record say?
Below is a cluster of 2 separate species, C5H15NO2 in total at a distorted geometry, with properties calculated with the ωB97M-V functional and the def2-TZVPD basis.

Calculated values
HOMO level   -9.499 eV
Frontier orbital gap   10.064 eV
Lowest unoccupied orbital energy   0.565 eV
Net charge   0
ΔE to the lowest compared entry with this formula, charge and spin   164.4 kJ/mol
M   121.18 g mol⁻¹
SMILES   CCCCNCO.O

Each atom is followed by the atoms it is bonded to, with distances in Å.
Positions of all 23 atoms, in Å:
1 C 1.52 -0.33 -1.39  C2 1.551, H8 1.086, H9 1.097, H10 1.101
2 C 1.71 0.49 -0.08  C1 1.551, C3 1.545, H11 1.091, H12 1.096
3 C 0.66 1.62 0.09  C2 1.545, C4 1.570, H13 1.096, H14 1.083
4 C -0.31 1.33 1.29  C3 1.570, N5 1.461, H15 1.112, H16 1.098
5 N -1.35 0.31 1.28  C4 1.461, C6 1.465, H17 1.012
6 C -2.31 0.55 0.20  N5 1.465, O7 1.421, H18 1.106, H19 1.084
7 O -1.88 0.23 -1.12  C6 1.421, H20 0.943
8 H 1.10 0.30 -2.17  C1 1.086
9 H 0.75 -1.08 -1.17  C1 1.097
10 H 2.52 -0.72 -1.61  C1 1.101
11 H 1.69 -0.20 0.76  C2 1.091
12 H 2.65 1.05 -0.06  C2 1.096
13 H 0.03 1.75 -0.80  C3 1.096
14 H 1.17 2.55 0.27  C3 1.083
15 H 0.38 1.13 2.14  C4 1.112
16 H -0.56 2.33 1.67  C4 1.098
17 H -0.87 -0.57 1.21  N5 1.012
18 H -3.23 -0.03 0.41  C6 1.106
19 H -2.65 1.58 0.12  C6 1.084
20 H -1.40 -0.58 -1.10  O7 0.943
21 O 1.50 -3.47 -0.13  H22 0.966, H23 0.964
22 H 1.98 -2.64 -0.23  O21 0.966
23 H 0.90 -3.40 0.63  O21 0.964

Q: Which of these has the highest lowest unoccupied orbital energy?
A: number 1